Entry 1:
Density functional theory data (the ωB97M-V functional and the def2-TZVPD basis) for C25H32IrN2O6P as an isolated structure.

Calculated values
Molecular weight in g mol⁻¹: 679.73
HOMO-LUMO gap in eV: 7.48
Calculated total energy in hartree: -1978.60925

XYZ file:
```
67
C25H32IrN2O6P | the Open Molecules 2025 dataset | the ωB97M-V functional and the def2-TZVPD basis
Ir -0.42984 0.24706 0.37428
O -0.08225 -3.63836 1.67662
C 0.02697 -2.47519 1.34609
O -0.95197 -1.62523 1.22335
C 1.40094 -1.92360 0.96808
C 2.63656 -2.52420 1.12232
C 3.75825 -1.81807 0.69788
C 3.63786 -0.55514 0.11957
C 2.37114 -0.01981 -0.00928
N 1.33186 -0.72451 0.41576
C 2.00432 1.33671 -0.61411
O 2.86007 1.98970 -1.16419
O 0.74262 1.68113 -0.49806
H 2.69805 -3.50720 1.56699
H 4.74106 -2.25355 0.82252
H 4.49161 0.01394 -0.22008
C -3.23514 3.89273 -1.18117
C -2.27973 2.69633 -1.17404
C -2.41818 1.90948 -2.47928
P -2.34402 1.59234 0.30401
C -3.85396 0.54414 0.22129
C -5.18000 1.20021 -0.16103
C -3.96769 -0.25810 1.52126
C -2.43281 2.67106 1.79122
C -1.29871 3.70118 1.73405
C -3.77175 3.32820 2.12734
H -3.12392 4.42122 -2.13092
H -3.01549 4.60446 -0.38835
H -4.27930 3.59506 -1.09406
H -1.25582 3.08099 -1.12417
H -3.46007 1.63766 -2.66586
H -1.82404 1.00215 -2.48663
H -2.08764 2.53463 -3.31052
H -3.58750 -0.15098 -0.58102
H -5.46340 1.99916 0.52224
H -5.97066 0.44654 -0.12982
H -5.15805 1.60711 -1.17107
H -4.30023 0.37546 2.34595
H -3.02132 -0.72019 1.80226
H -4.70742 -1.05246 1.40071
H -2.19183 1.96597 2.59052
H -1.53645 4.51665 1.04896
H -0.35462 3.25620 1.42354
H -1.15665 4.13419 2.72556
H -4.16962 3.93266 1.31378
H -3.62590 3.98976 2.98432
H -4.52829 2.59682 2.40972
O 1.39636 0.42404 4.01473
C 0.69060 0.62686 3.08993
N -0.05750 0.91582 2.20177
C -2.13502 -2.97471 -1.22168
C -0.98433 -2.10299 -1.59974
O -1.04792 -0.87376 -1.49398
C 0.26964 -2.71966 -2.09116
C 1.24252 -1.89452 -2.66109
C 2.44545 -2.42635 -3.08386
C 2.68772 -3.78774 -2.93633
C 1.72530 -4.61530 -2.37540
C 0.51531 -4.08541 -1.95838
H -3.02403 -2.37289 -1.06220
H -1.87201 -3.46478 -0.27907
H -2.32383 -3.73963 -1.97411
H 1.03337 -0.83933 -2.77724
H 3.19579 -1.78333 -3.52482
H 3.63078 -4.20552 -3.26493
H 1.92017 -5.67236 -2.25548
H -0.21634 -4.73019 -1.49147
```

natural (NBO) charges in e: Ir 1.08; O -0.62; C 0.74; O -0.72; C 0.11; C -0.19; C -0.15; C -0.19; C 0.11; N -0.43; C 0.75; O -0.60; O -0.70; H 0.25; H 0.23; H 0.25; C -0.61; C -0.55; C -0.61; P 1.18; C -0.54; C -0.61; C -0.62; C -0.54; C -0.61; C -0.61; H 0.22; H 0.21; H 0.21; H 0.26; H 0.20; H 0.23; H 0.22; H 0.23; H 0.21; H 0.21; H 0.21; H 0.20; H 0.25; H 0.21; H 0.26; H 0.20; H 0.25; H 0.22; H 0.21; H 0.22; H 0.21; O -0.58; C 0.79; N -0.75; C -0.74; C 0.69; O -0.64; C -0.23; C -0.14; C -0.22; C -0.17; C -0.24; C -0.09; H 0.24; H 0.29; H 0.24; H 0.24; H 0.23; H 0.22; H 0.22; H 0.22



Entry 2:
Density functional theory data (the ωB97M-V functional and the def2-TZVPD basis) for one molecule with the formula C8H16N2 in a non-equilibrium geometry.

Calculated values
Molecular weight in g mol⁻¹: 140.23
SMILES: [H]/N=C(C)/C(=N/[H])C(C)(C)CC
HOMO-LUMO gap in eV: 9.74
Calculated total energy in hartree: -423.85576

XYZ file:
```
26
C8H16N2 | the Open Molecules 2025 dataset | the ωB97M-V functional and the def2-TZVPD basis
C 2.07915 0.02125 0.42609
C 0.69738 -0.65845 0.01032
C 3.17329 -0.66347 -0.43148
C -2.09934 -0.96645 1.28508
C -0.52768 1.47770 0.80991
C -0.25077 0.83016 -1.57561
C -1.71789 -0.51128 -0.16755
C -0.41353 0.30776 -0.19361
N 2.17830 0.96528 1.25357
N 0.63947 -1.89350 -0.08062
H 3.10836 -0.47662 -1.51017
H 3.01984 -1.68142 -0.29173
H 4.13476 -0.28241 -0.10452
H -1.36628 -1.70152 1.61190
H -3.04688 -1.36622 1.13396
H -2.25740 -0.09859 1.85648
H 0.10214 2.28571 0.56047
H -0.03381 1.23769 1.79636
H -1.64012 1.74099 0.71807
H -1.00428 1.55275 -1.68077
H 0.75121 1.36756 -1.78636
H -0.37144 0.05448 -2.30038
H -2.59014 0.05038 -0.60388
H -1.59631 -1.34476 -0.78796
H 3.05548 1.22887 1.62111
H -0.33353 -2.36721 -0.20457
```

natural (NBO) charges in e: C 0.32; C 0.30; C -0.69; C -0.62; C -0.62; C -0.58; C -0.37; C -0.17; N -0.66; N -0.65; H 0.23; H 0.25; H 0.21; H 0.21; H 0.21; H 0.21; H 0.22; H 0.26; H 0.20; H 0.21; H 0.21; H 0.21; H 0.20; H 0.18; H 0.36; H 0.36



Entry 3:
Density functional theory data (the ωB97M-V functional and the def2-TZVPD basis) for C8H11CoNPS as an isolated structure in a non-equilibrium geometry.

Calculated values
Molecular weight in g mol⁻¹: 243.16
⟨S²⟩: 6.036
Multiplicity: 5
HOMO-LUMO gap (alpha / beta) in eV: 4.59 / 7.29
Calculated total energy in hartree: -2488.14399

XYZ file:
```
23
C8H11CoNPS | the Open Molecules 2025 dataset | the ωB97M-V functional and the def2-TZVPD basis
C 0.43000 -0.70089 -2.31594
C -0.82684 -0.15889 -2.63149
C -0.79165 1.21672 -2.36264
C 0.20854 1.61172 -1.44037
C 1.21567 0.42278 -1.73765
Co -0.48684 0.11220 -0.78289
P -0.03449 -2.14471 0.07270
H 0.28013 -1.73622 -2.30592
H -1.81593 -0.60577 -2.98485
H -1.57983 1.86916 -2.64888
H 2.22858 0.62246 -1.40823
H 0.01955 2.33175 -0.63719
H 1.16625 -2.23214 0.95990
H -0.11696 -3.56937 -0.27110
H -1.00548 -2.04605 1.22520
S -0.73862 1.29573 3.53002
C 0.86213 0.64175 3.33773
C 1.04760 0.22949 2.05408
N -0.11504 0.42720 1.28127
C -1.21473 0.98202 1.80098
H 1.55114 0.66192 4.20438
H 1.95600 -0.33392 1.71498
H -2.23921 1.10305 1.34591
```

natural (NBO) charges in e: C -0.34; C -0.41; C -0.28; C -0.39; C -0.33; Co 1.11; P -0.03; H 0.25; H 0.26; H 0.23; H 0.25; H 0.29; H 0.05; H 0.02; H 0.07; S 0.25; C -0.50; C -0.07; N -0.72; C -0.39; H 0.24; H 0.21; H 0.22



Entry 4:
Density functional theory data (the ωB97M-V functional and the def2-TZVPD basis) for one molecule with the formula C5H12O in a non-equilibrium geometry.

Calculated values
Molecular weight in g mol⁻¹: 88.15
SMILES: CCC(C)(C)O
HOMO-LUMO gap in eV: 10.85
Calculated total energy in hartree: -272.90296

XYZ file:
```
18
C5H12O | the Open Molecules 2025 dataset | the ωB97M-V functional and the def2-TZVPD basis
C -0.19067 0.03713 -2.12340
C -0.74268 -0.13823 -0.70774
C 0.13585 0.31916 0.47378
C -0.71515 0.74408 1.66841
C 1.02992 -1.09438 0.91843
O 0.99375 1.39040 0.17229
H -0.11601 1.07052 -2.49259
H -0.81900 -0.50264 -2.84087
H 0.80488 -0.41778 -2.17489
H -0.55156 -1.14765 -0.39314
H -1.82196 0.08210 -0.64181
H -1.38056 -0.08176 1.93344
H -1.34057 1.64041 1.51107
H -0.03396 0.94745 2.49546
H 0.48934 -2.04547 1.17722
H 1.60101 -0.85972 1.81602
H 1.77198 -1.45694 0.17198
H 1.27833 1.28999 -0.74558
```

natural (NBO) charges in e: C -0.63; C -0.46; C 0.31; C -0.63; C -0.69; O -0.72; H 0.21; H 0.23; H 0.20; H 0.23; H 0.21; H 0.21; H 0.22; H 0.22; H 0.21; H 0.21; H 0.21; H 0.47



Entry 5:
Density functional theory data (the ωB97M-V functional and the def2-TZVPD basis) for a 2-piece molecular cluster, C5H13NO2 overall in a non-equilibrium geometry.

Calculated values
Molecular weight in g mol⁻¹: 119.16
SMILES: C[C@@H](C=O)N(C)C.O
HOMO-LUMO gap in eV: 8.53
Calculated total energy in hartree: -403.49640

XYZ file:
```
21
C5H13NO2 | the Open Molecules 2025 dataset | the ωB97M-V functional and the def2-TZVPD basis
C -1.34662 1.40993 1.38350
N -0.59484 1.05331 0.19131
C 0.27960 2.08976 -0.28074
C 0.44818 -0.88706 1.29045
C -0.17653 -0.33950 0.03392
C -1.30496 -1.13813 -0.61476
O -1.21252 -2.33736 -0.68480
H -1.77848 2.39049 1.25242
H -2.12187 0.67256 1.55899
H -0.70392 1.41593 2.29034
H 1.34341 1.83516 -0.13166
H 0.16682 3.04815 0.23288
H 0.17250 2.21590 -1.37623
H 0.74605 -1.91362 1.06429
H -0.29079 -1.01757 2.07798
H 1.30169 -0.28590 1.59926
H 0.54086 -0.34786 -0.80156
H -2.14953 -0.54507 -0.99632
H 3.43319 -0.97741 -1.43306
H 3.45844 0.42527 -1.11103
O 2.79793 -0.22111 -1.37380
```

natural (NBO) charges in e: C -0.40; N -0.47; C -0.40; C -0.62; C -0.17; C 0.45; O -0.53; H 0.20; H 0.19; H 0.16; H 0.17; H 0.20; H 0.19; H 0.23; H 0.21; H 0.22; H 0.25; H 0.12; H 0.47; H 0.47; O -0.93